27
Properties=species:S:1:pos:R:3:forces:R:3:nbo_charge:R:1 method="wB97M-V/def2-TZVPD" total_charge=+1 de_lowest_kj_mol=240.1 e_tot_ev=-11543.7063 gap_ev=9.655
C -2.41759 -1.60643 -0.04459 -1.0819 0.7216 0.3136 -0.425
N -1.39383 -0.67728 -0.47476 0.5541 0.9269 -0.7278 -0.580
C -1.64600 0.73558 -0.68025 1.1402 -1.4568 1.3564 -0.012
C -0.57123 1.48500 -0.44403 -1.9216 -1.0303 -0.4114 -0.175
C 0.76067 0.82184 -0.25599 -0.5063 -0.1934 -1.1882 -0.239
C 1.56210 1.77829 0.60534 -0.9134 -1.1550 2.5044 -0.585
C 1.40038 0.69821 -1.66466 2.8709 -1.4012 -0.3147 -0.633
C 0.58808 -0.47259 0.42056 -0.8974 -3.1605 1.6522 0.613
C 0.08759 -0.44653 1.86082 0.5319 0.0937 -0.8753 -0.694
N 1.16453 -1.65048 0.11989 -0.0172 -0.5609 0.8554 -0.760
H -3.14590 -1.91028 -0.88573 0.9692 0.4527 1.5924 0.228
H -1.86634 -2.43140 0.35997 0.0542 -1.0758 -0.1908 0.206
H -2.88327 -1.18056 0.88573 -0.2155 -0.2557 -1.2189 0.221
H -0.93008 -1.02050 -1.28776 0.1525 -0.5147 -0.7432 0.378
H -2.66113 0.97872 -0.85275 -0.7100 0.8059 -0.1447 0.225
H -0.70027 2.53038 -0.42440 0.4485 1.1874 -0.2586 0.241
H 2.38854 1.41463 1.19793 0.6924 -0.3706 -0.6928 0.237
H 0.96320 2.28614 1.36728 -0.3059 -0.0201 -0.3875 0.230
H 1.74717 2.38773 -0.17814 1.7970 3.0680 -1.4929 0.228
H 1.22346 -0.28266 -2.26789 0.2235 1.6244 1.2713 0.218
H 2.53611 0.86884 -1.50905 -1.4740 -1.0465 -0.2820 0.239
H 1.24550 1.50207 -2.36332 -0.9707 0.4833 0.0372 0.255
H -0.47464 -1.34249 2.07493 -0.1378 -0.3369 -0.0043 0.235
H -0.59019 0.39574 1.90833 0.1407 0.2682 0.6896 0.250
H 0.95687 -0.44236 2.54418 -0.5181 0.4943 -0.2028 0.258
H 1.09399 -2.49713 0.74804 -0.0850 1.8447 -0.6719 0.424
H 1.56227 -1.92247 -0.75968 0.1798 0.6071 -0.4649 0.418

=====

47
Properties=species:S:1:pos:R:3:forces:R:3:lowdin_spin:R:1 method="wB97M-V/def2-TZVPD" e_tot_ev=-60930.9189 s2=6.020 multiplicity=5 gap_ev="6.824 / 5.366"
Rh 1.21180 0.18060 0.88800 0.8357 -0.8422 0.4885 2.482
O 1.48832 -1.66612 4.43497 -0.0605 -0.2479 -0.0948 0.027
C 1.06885 -1.54312 3.30579 -0.0710 0.8367 0.0978 0.011
O 0.68739 -0.37318 2.81535 -0.1020 -0.2592 0.3119 0.148
C 0.91451 -2.74483 2.38318 0.1530 -0.1824 -0.1229 -0.001
C -0.25338 -2.58998 1.40922 0.0098 0.1248 -0.0996 0.001
C -0.61030 -3.92072 0.75077 0.0370 -0.0570 0.0365 0.003
C 0.55883 -4.10283 -0.24978 0.0205 -0.0377 0.0635 0.002
C 1.39682 -2.85947 0.03177 -0.0804 0.1168 -0.0351 0.001
O 0.36072 -1.86883 0.30345 -0.1061 -0.1603 -0.2224 0.072
C 2.11672 -2.97571 1.38103 -0.1725 -0.1714 0.1367 0.000
C 3.28311 -1.99703 1.48227 0.2320 0.6870 -0.1130 0.011
O 4.37104 -2.36756 1.87217 -0.1905 -0.1561 -0.0562 0.020
O 3.03664 -0.77510 1.07399 0.1602 -0.1770 0.1344 0.140
H 0.77701 -3.60572 3.03555 0.0913 -0.0540 -0.0619 0.000
H -1.09035 -2.01532 1.79319 -0.0109 0.0587 -0.0160 0.000
H -1.56424 -3.85033 0.23065 -0.0118 0.0051 0.0221 0.000
H -0.67803 -4.72135 1.48638 0.0007 -0.0090 -0.0164 0.001
H 0.19873 -4.10108 -1.27728 0.0231 0.0028 -0.0099 0.000
H 1.13165 -5.01414 -0.08502 -0.0178 -0.0076 -0.0056 0.000
H 2.01995 -2.51201 -0.78664 -0.0072 0.0608 -0.0115 0.000
H 2.54974 -3.96663 1.50547 -0.1004 -0.0228 0.0801 0.000
O -2.05555 3.09967 -2.67681 -0.0191 -0.0642 0.0535 0.001
C -1.21860 2.39072 -3.45661 -0.0215 -0.0281 0.0261 0.009
C -1.42352 2.49432 -4.83270 0.0341 -0.0213 -0.0297 0.000
C -0.62300 1.79790 -5.71063 0.0065 -0.0044 -0.0387 0.008
C 0.41122 0.98077 -5.24871 -0.0149 0.0121 0.0128 0.001
C 0.62954 0.88424 -3.89549 0.0184 0.0408 -0.0332 0.004
C -0.17153 1.57995 -2.97649 -0.0527 0.0662 0.0433 0.005
C 0.15153 1.41393 -1.55709 0.1067 0.0309 -0.0419 0.044
O 1.17783 0.82723 -1.18463 -0.2859 -0.0419 -0.4470 0.159
N -0.71067 1.98697 -0.63315 -0.0323 -0.0019 0.0754 0.308
N -0.47964 1.56930 0.59461 -0.3212 0.4895 -0.1114 0.195
C -1.01482 2.34300 1.54123 0.0280 -0.2564 -0.1227 0.120
S -1.06826 1.80184 3.16024 0.0624 -0.0395 0.1023 0.135
C -2.14183 3.16035 3.69764 -0.0031 0.0629 0.0317 0.013
C -1.79141 4.39751 2.89785 -0.0826 0.0110 0.0477 0.008
S -1.63040 3.90161 1.16453 -0.1145 0.1705 -0.1014 0.064
H -1.87240 2.88683 -1.74265 0.0684 0.0548 -0.0125 0.001
H -2.22763 3.12847 -5.18079 0.0048 -0.0082 0.0096 0.000
H -0.80453 1.88661 -6.77444 0.0050 -0.0010 0.0071 0.000
H 1.03310 0.43435 -5.94359 -0.0038 0.0060 -0.0027 0.000
H 1.42975 0.27016 -3.50511 -0.0147 0.0033 0.0079 0.000
H -1.96877 3.30499 4.76292 -0.0192 0.0110 0.0016 0.000
H -3.17856 2.86407 3.53935 -0.0110 -0.0035 -0.0026 0.003
H -0.84902 4.83798 3.22098 0.0160 -0.0145 0.0006 0.002
H -2.57833 5.14771 2.95506 0.0142 0.0179 0.0180 0.001

=====

60
Properties=species:S:1:pos:R:3:forces:R:3:nbo_charge:R:1 method="wB97M-V/def2-TZVPD" total_charge=-1 de_lowest_kj_mol=0.0 e_tot_ev=-73874.9476 gap_ev=7.849
Mg -0.52139 -0.35320 -0.97268 -0.5027 0.2237 -0.1721 1.809
O 0.93553 -1.50483 0.83008 -0.1780 0.0022 -0.0100 -0.735
C 0.80001 -0.35021 1.26802 -0.3217 -0.0409 -0.3559 0.770
O 0.09886 0.53497 0.66679 0.1652 -0.0354 0.5066 -0.894
C 1.44130 0.04777 2.55593 0.0649 0.0437 0.1062 -0.150
C 1.78863 1.37138 2.78804 0.0343 -0.0080 0.1137 -0.171
C 2.37701 1.76206 3.99764 -0.0742 -0.0063 -0.1384 -0.268
C 2.56658 0.77741 4.93410 0.0582 0.2289 0.0149 0.220
O 3.10248 0.90241 6.19298 0.0590 -0.1451 0.1449 -0.491
C 3.05475 -0.40542 6.77130 -0.0597 0.0805 -0.2910 0.239
O 2.53660 -1.30480 5.79413 0.0659 0.0294 0.2048 -0.499
C 2.22509 -0.53531 4.69730 -0.0735 -0.1954 -0.0242 0.269
C 1.66509 -0.94379 3.51894 0.0596 -0.0064 -0.0571 -0.233
H 1.60821 2.09892 2.00697 -0.0257 -0.0120 0.0232 0.239
H 2.66284 2.78749 4.18767 0.0034 -0.0138 0.0047 0.224
H 2.39698 -0.39129 7.64170 -0.0558 0.0067 0.0564 0.150
H 4.06248 -0.71641 7.04592 0.0732 -0.0010 0.0352 0.154
H 1.40391 -1.97411 3.31926 0.0083 0.0347 -0.0219 0.245
C -2.31371 4.97150 -1.04052 0.0569 -0.0285 0.0613 -0.401
N -1.89641 3.63254 -0.67608 -0.1675 -0.1436 -0.1324 -0.400
C -1.31494 3.45750 0.64148 0.0943 0.1172 -0.0661 -0.443
C -2.00119 2.64196 -1.56913 0.2462 -0.1841 -0.2318 0.575
O -1.62691 1.47986 -1.46438 -0.0957 0.1633 0.4050 -0.720
H -3.03494 5.35736 -0.31627 -0.0035 -0.0108 0.0095 0.186
H -2.77672 4.95734 -2.02565 -0.0056 0.0082 0.0144 0.204
H -1.44685 5.63452 -1.07543 0.0189 -0.0017 0.0176 0.219
H -2.08881 3.54423 1.40939 -0.0024 -0.0053 -0.0115 0.185
H -0.56780 4.23929 0.79537 0.0221 -0.0461 0.0112 0.210
H -0.83412 2.48858 0.70870 0.0231 -0.1434 -0.0015 0.282
H -2.47120 2.97926 -2.50364 -0.0212 -0.0066 -0.0361 0.114
C -4.05670 -2.12969 -2.51700 0.1188 -0.0031 -0.2959 -0.646
C -2.91731 -1.97101 -1.50788 -0.1080 -0.1673 0.0693 0.121
O -1.84292 -1.31004 -1.99536 -0.3196 -0.3105 0.4541 -0.987
C -2.46442 -3.39320 -1.06192 0.0164 0.3032 -0.1052 0.947
F -1.96482 -4.05424 -2.11905 0.0336 -0.0769 -0.0406 -0.330
F -1.50135 -3.34560 -0.13175 0.0365 -0.0511 0.0210 -0.319
F -3.45501 -4.16131 -0.56552 -0.1492 -0.1087 0.0785 -0.341
C -3.51605 -1.21779 -0.28744 0.5782 0.0221 -0.1850 0.944
F -3.98608 -0.01875 -0.65479 -0.1261 0.0727 -0.0251 -0.325
F -2.55256 -0.98293 0.63775 -0.0665 0.0810 0.0548 -0.338
F -4.51600 -1.85383 0.33177 -0.2008 -0.1668 0.2031 -0.329
H -3.67202 -2.66834 -3.38243 -0.0243 0.0191 0.0121 0.226
H -4.36476 -1.13669 -2.83908 0.0048 -0.0115 -0.0103 0.227
H -4.91139 -2.66524 -2.10588 -0.0157 -0.0121 0.0226 0.212
C 1.22503 -2.67285 -2.47196 0.0019 -0.0706 0.0088 -0.637
C 1.95634 -1.34261 -2.59701 -0.4865 0.2866 0.2265 0.270
C 2.30033 -1.05787 -4.04609 0.0485 -0.0304 -0.1696 -0.633
C 3.19884 -1.33993 -1.72425 0.1016 -0.0132 0.0597 -0.645
O 1.01876 -0.34412 -2.13651 0.7402 0.1383 -0.3296 -0.963
H 1.86752 -3.48539 -2.82102 -0.0269 -0.0159 0.0041 0.197
H 0.30566 -2.66117 -3.05795 0.0041 0.0142 -0.0077 0.231
H 0.96511 -2.85994 -1.42813 0.0273 -0.0106 -0.0011 0.233
H 2.89262 -1.88249 -4.44974 0.0258 0.0403 -0.0532 0.198
H 2.87607 -0.13543 -4.14394 -0.0172 -0.0062 0.0153 0.214
H 1.38538 -0.95943 -4.63209 0.0034 -0.0233 -0.0044 0.217
H 3.86128 -2.15055 -2.03757 0.0499 0.0134 0.0311 0.197
H 2.91955 -1.49120 -0.68161 -0.0032 -0.0216 0.0029 0.240
H 3.74355 -0.39725 -1.81228 -0.0296 -0.0076 -0.0127 0.212
I 1.56023 1.76926 -2.07027 0.3164 0.4446 -0.1834 0.288
I 1.81375 4.73261 -1.81892 -0.0003 -0.2321 -0.0201 -0.567

=====

69
Properties=species:S:1:pos:R:3:forces:R:3:lowdin_spin:R:1 method="wB97M-V/def2-TZVPD" total_charge=+3 de_lowest_kj_mol=196.4 e_tot_ev=-56326.2806 s2=6.079 multiplicity=5 gap_ev="6.410 / 3.759"
Pt -0.45744 0.87983 0.65699 -1.2882 0.6761 -0.8774 1.071
C 1.07162 2.40396 -3.25521 1.1899 0.9426 -0.3285 0.011
O 1.26629 1.89229 -1.92123 1.5327 -2.8217 2.0626 0.241
C 2.05496 0.78927 -1.70781 -0.6361 1.7253 -1.0536 0.185
C 2.96433 0.35544 -2.71068 2.1041 -0.4949 -0.0973 0.168
C 3.94009 -0.63015 -2.46055 -2.6266 0.9617 -0.3829 0.024
C 3.84122 -1.39896 -1.32768 0.2273 -0.6903 1.4940 0.239
C 3.00386 -1.00949 -0.22612 -1.6055 0.3996 -1.6547 0.099
C 2.14706 0.08670 -0.47570 0.3985 -0.2495 2.8785 0.093
N 1.48032 0.58165 0.73928 2.4595 -0.8573 -0.9974 0.363
N 2.27658 0.51511 1.72259 0.0481 -0.2794 0.1697 0.024
C 1.82618 0.66834 2.98016 -0.0810 0.2943 1.0463 0.165
C 0.48243 1.17579 3.32135 -0.4171 1.4731 -1.0715 0.051
O -0.27756 1.78575 2.45603 1.0330 -1.0242 1.6964 0.175
C 0.05495 1.13072 4.64263 1.0189 -1.1929 2.0140 0.004
C 0.91574 0.71657 5.65979 -1.5593 0.0136 0.9458 0.025
C 2.29193 0.52194 5.43376 1.5455 -0.2956 -0.9485 0.030
C 3.23781 0.41346 6.46706 -1.7876 -0.8189 -1.3803 0.068
C 4.53268 0.06805 6.14950 2.9381 1.4485 0.2842 0.140
C 5.02895 0.17485 4.85280 -1.3835 -0.9478 -0.5779 -0.018
C 4.08533 0.21750 3.82177 3.1800 0.8631 -2.0825 0.149
C 2.73609 0.41410 4.06178 -1.1288 0.4753 0.1717 0.039
H 0.41000 1.68044 -3.71536 0.0474 0.3064 -0.6263 0.006
H 2.06644 2.57858 -3.73519 -0.9912 -0.4674 0.0799 0.004
H 0.66014 3.41479 -3.14801 -0.3230 -0.5704 0.1427 0.000
H 3.06262 0.94910 -3.60172 -0.1857 -0.2137 -0.3433 0.006
H 4.58926 -0.98800 -3.20532 0.8409 0.1686 -1.0423 -0.002
H 4.46540 -2.29686 -1.28034 -0.2528 0.2819 0.2865 0.009
H 2.83809 -1.66477 0.66346 0.5245 0.9633 -0.7806 0.001
H -0.98050 1.31542 4.78108 -0.6811 0.2760 0.4440 -0.001
H 0.65251 0.44225 6.73780 -0.4347 0.9734 -1.6720 0.000
H 2.91973 0.51752 7.47523 -0.1606 0.0394 0.7536 0.001
H 5.33426 0.03003 6.90098 -0.7968 -0.3238 0.1286 0.005
H 6.08955 0.14723 4.62123 -0.2051 -0.1217 0.1896 -0.003
H 4.53573 0.32062 2.76112 -1.1810 -0.4225 1.7794 0.004
C -4.76832 -2.13093 1.79858 -0.6229 -1.3605 0.7824 0.039
C -4.58469 -2.63919 0.49793 0.5514 1.4350 -0.6755 0.018
C -3.71469 -1.96356 -0.37644 -0.1281 0.5123 1.1512 0.010
C -3.05024 -0.75381 0.06500 0.0993 -1.8642 -1.3133 0.077
C -3.39029 -0.23063 1.31094 0.1988 0.9542 0.9621 0.065
C -4.25531 -0.89371 2.19135 0.7049 -1.6669 -2.4191 0.000
P -1.67111 -0.02153 -0.95200 -3.1944 -0.3206 -0.5974 0.186
C -0.96657 -1.24200 -2.04307 1.5134 -1.9942 0.3836 0.039
C -0.60945 -0.95139 -3.37756 -0.4834 0.8107 0.4016 0.027
C 0.03563 -1.88485 -4.19059 0.5551 -0.2821 -0.2925 0.005
C 0.42228 -3.14073 -3.68676 -0.4612 0.6761 -0.2871 0.035
C 0.02729 -3.44006 -2.38871 1.1105 -0.0699 0.5343 0.003
C -0.56048 -2.53065 -1.53176 -1.5603 0.8617 0.1848 0.026
C -2.47440 1.18353 -2.03991 0.8040 -0.6288 -0.1556 0.035
C -3.38859 0.73537 -2.98991 -1.3727 0.1687 -1.2774 0.004
C -4.18564 1.72099 -3.64506 -0.1482 -2.5317 0.7030 0.005
C -4.01360 3.04994 -3.37993 -1.3188 0.8276 -1.8484 0.000
C -2.93347 3.43543 -2.67596 1.4758 1.2217 2.1027 0.001
C -2.18601 2.53947 -1.93478 -0.3014 -0.5361 -0.4222 0.015
H -5.29716 -2.83707 2.52232 0.4759 1.4941 -0.9220 0.001
H -5.18122 -3.46856 0.12383 0.3847 -0.0765 0.2799 0.001
H -3.58412 -2.36978 -1.37200 0.2236 0.1455 -0.0116 0.000
H -2.96242 0.73325 1.66568 -0.2541 -0.6223 -0.3839 0.017
H -4.42195 -0.56608 3.15597 -0.3543 0.9107 1.7287 -0.001
H -0.90768 0.06447 -3.70314 0.2781 -0.9170 -0.3711 0.001
H 0.29523 -1.66505 -5.22891 -0.2201 0.2264 0.3472 0.000
H 1.01039 -3.87034 -4.28418 -0.6735 0.6731 0.4097 0.001
H 0.37385 -4.35968 -1.97118 -0.1701 -0.6838 0.1950 -0.001
H -0.86756 -2.86064 -0.50502 0.4889 0.4567 -0.9960 0.000
H -3.56736 -0.33572 -3.31979 0.3435 1.3446 0.9702 0.000
H -5.01513 1.33067 -4.23410 0.2810 0.3767 -0.1598 0.001
H -4.66321 3.81838 -3.83608 0.3388 -0.6264 0.2805 0.000
H -2.70862 4.47214 -2.49223 -0.0972 0.3510 -0.3079 0.000
H -1.38201 2.87322 -1.30795 0.1708 0.2438 0.3733 0.011